1.
Computed, not measured: a molecular structure, C39H43AsBCl2F9N6O3SeSi3Ti at a distorted geometry, with ωB97M-V/def2-TZVPD.

Each line ends with the Löwdin charge.
Element x y z (Å)
Ti 0.022 0.505 -1.058  0.786
Cl -1.868 6.495 1.523  0.682
C -1.906 5.023 0.627  -0.682
C -0.735 4.307 0.450  -0.065
C -0.761 3.085 -0.213  -0.237
N 0.389 2.334 -0.491  -0.043
C 1.432 3.090 -0.943  -0.472
O 1.371 4.285 -1.191  0.093
C 2.746 2.388 -1.037  -0.213
C 3.890 3.163 -1.205  0.021
C 5.124 2.543 -1.159  -0.036
C 5.156 1.173 -0.964  -0.020
C 3.958 0.482 -0.863  -0.114
N 2.766 1.067 -0.886  0.093
C -1.975 2.565 -0.700  -0.209
C -3.128 3.345 -0.602  -0.047
C -3.093 4.553 0.075  -0.676
Cl -4.555 5.448 0.255  0.687
N -1.846 1.301 -1.274  -0.101
C -2.833 0.806 -2.058  -0.504
O -3.954 1.267 -2.224  0.060
C -2.465 -0.475 -2.740  -0.289
C -3.251 -0.896 -3.809  0.009
C -2.995 -2.123 -4.392  -0.025
C -1.967 -2.885 -3.862  -0.016
C -1.224 -2.377 -2.808  -0.113
N -1.444 -1.189 -2.241  0.049
H 0.193 4.719 0.813  0.118
H 3.772 4.224 -1.364  0.121
H 6.037 3.105 -1.278  0.111
H 6.089 0.636 -0.915  0.114
H 3.975 -0.590 -0.773  0.106
H -4.049 3.029 -1.063  0.098
H -4.055 -0.258 -4.137  0.127
H -3.585 -2.491 -5.217  0.116
H -1.735 -3.865 -4.249  0.115
H -0.432 -2.980 -2.409  0.091
F 1.062 -3.363 -1.131  0.167
B 1.852 -2.378 -1.623  -1.274
F 1.837 -2.253 -2.963  0.227
F 3.062 -2.406 -1.046  0.213
F 1.122 -1.071 -1.139  -0.142
C -4.533 -1.620 2.557  -0.194
Si -3.646 -0.854 1.015  0.466
C -4.348 -1.946 -0.402  -0.184
C -4.427 0.892 0.942  -0.186
As -1.152 -0.630 0.944  0.880
Si -1.012 0.368 3.172  0.414
C 0.516 -0.203 4.216  -0.189
C -2.457 0.130 4.425  -0.209
C -1.068 2.269 2.984  -0.194
Si -0.722 -2.989 1.566  0.451
C -1.505 -4.121 0.226  -0.196
C 1.074 -3.553 1.965  -0.196
C -1.563 -3.451 3.242  -0.201
H -5.426 -2.135 2.219  0.033
H -4.857 -0.853 3.249  0.016
H -3.936 -2.331 3.108  -0.016
H -5.388 -1.681 -0.570  0.043
H -4.315 -3.000 -0.144  0.023
H -3.832 -1.810 -1.345  -0.008
H -5.391 0.908 1.440  0.041
H -4.599 1.191 -0.084  0.004
H -3.799 1.645 1.415  0.012
H 1.208 -0.815 3.649  -0.015
H 0.198 -0.787 5.074  0.029
H 1.063 0.652 4.599  0.029
H -2.741 -0.900 4.599  0.002
H -3.336 0.672 4.099  0.019
H -2.152 0.550 5.380  0.037
H -0.234 2.672 2.426  -0.012
H -1.085 2.754 3.954  0.044
H -1.977 2.562 2.465  0.019
H -2.301 -4.736 0.634  0.030
H -1.915 -3.543 -0.596  -0.014
H -0.755 -4.785 -0.188  0.027
H 1.768 -3.472 1.138  0.009
H 1.044 -4.604 2.239  0.040
H 1.476 -3.012 2.817  0.019
H -2.556 -3.860 3.101  0.014
H -1.628 -2.594 3.902  -0.009
H -0.981 -4.213 3.749  0.031
F 3.357 -1.277 -7.832  0.122
C 2.592 -0.792 -6.846  -0.122
C 3.151 -0.503 -5.603  -0.133
F 4.453 -0.719 -5.384  0.121
C 2.353 0.046 -4.617  -0.247
F 2.856 0.352 -3.410  0.070
C 1.006 0.329 -4.821  -0.452
Se 0.019 1.290 -3.541  0.979
C 0.456 -0.018 -6.056  -0.238
F -0.854 0.186 -6.262  0.075
C 1.235 -0.563 -7.064  -0.136
F 0.691 -0.850 -8.254  0.115
N 5.561 1.303 4.638  0.177
C 5.439 0.413 3.623  -0.503
O 6.277 -0.427 3.380  0.079
C 4.167 0.533 2.837  -0.117
C 3.485 1.734 2.665  0.011
C 2.289 1.728 1.969  -0.137
N 1.729 0.632 1.467  0.025
C 2.416 -0.500 1.584  -0.182
C 3.631 -0.603 2.241  0.026
H 6.369 1.242 5.237  0.117
H 4.834 1.951 4.888  0.096
H 3.885 2.667 3.028  0.116
H 1.757 2.655 1.805  0.105
H 1.973 -1.375 1.131  0.068
H 4.163 -1.539 2.302  0.133

Kohn-Sham gap (eV): 6.6280
Energy relative to the best compared isomer or geometry (same formula, charge and spin) (kcal/mol): 48.4
Calculated total energy (a.u.): -10265.8573
LUMO (eV): -1.3919
HOMO energy (eV): -8.02

2.
Computed, not measured: a molecular structure, C39H43CaF6N6OSSb, with ωB97M-V/def2-TZVPD.

Each line ends with the Mulliken spin population.
Element x y z (Å)
Ca 0.887 0.361 -0.156  -0.040
C 0.604 -3.820 0.472  0.000
C 0.192 -2.792 1.487  0.000
C -1.089 -2.238 1.470  -0.004
C -1.515 -1.360 2.462  0.003
C -2.893 -0.761 2.412  0.002
C -0.643 -1.063 3.504  -0.003
C 0.649 -1.572 3.540  0.003
C 1.577 -1.242 4.673  0.000
C 1.058 -2.418 2.511  0.000
H 1.686 -3.835 0.338  0.000
H 0.149 -3.648 -0.502  0.000
H 0.310 -4.815 0.811  0.000
H -1.775 -2.510 0.678  0.000
H -3.527 -1.146 3.212  0.000
H -3.382 -0.982 1.463  0.000
H -2.857 0.326 2.526  0.000
H -0.972 -0.405 4.303  -0.001
H 2.586 -1.033 4.312  0.000
H 1.654 -2.076 5.374  0.000
H 1.232 -0.369 5.230  0.000
H 2.066 -2.822 2.521  0.000
C 1.001 3.085 5.398  0.000
C 2.357 3.073 5.086  0.001
C 2.817 2.413 3.958  -0.007
C 1.889 1.773 3.146  -0.009
C 0.534 1.770 3.449  0.000
C 0.086 2.432 4.582  0.000
N 2.257 1.057 1.952  -0.008
N 3.460 1.145 1.651  0.007
C 3.904 0.279 0.575  -0.002
C 5.227 0.461 0.211  -0.001
C 5.782 -0.450 -0.677  0.000
C 5.004 -1.506 -1.123  0.000
C 3.681 -1.582 -0.705  0.000
N 3.124 -0.694 0.112  0.002
H 0.661 3.600 6.286  0.000
H 3.062 3.576 5.735  0.000
H 3.869 2.391 3.721  0.000
H -0.167 1.254 2.808  0.027
H -0.968 2.433 4.824  0.000
H 5.794 1.272 0.642  0.000
H 6.812 -0.346 -0.992  0.000
H 5.395 -2.258 -1.793  0.000
H 3.032 -2.381 -1.045  0.000
C -3.480 -3.403 -4.293  0.000
C -3.508 -3.415 -2.757  0.000
C -4.752 -4.177 -2.274  0.000
C -2.285 -4.153 -2.234  0.000
C -3.551 -1.971 -2.260  0.000
C -4.733 -1.227 -2.473  -0.001
C -4.888 0.055 -2.017  0.001
C -3.819 0.635 -1.335  -0.002
S -3.740 2.187 -0.600  -0.004
C -2.133 1.840 -0.099  0.053
N -1.639 0.683 -0.453  0.003
C -2.613 -0.043 -1.159  0.021
C -2.483 -1.361 -1.626  -0.003
C -1.414 2.893 0.634  0.187
C -2.094 3.915 1.319  0.040
C -1.397 4.957 1.902  -0.034
C -0.011 5.031 1.809  0.069
C 0.696 4.027 1.154  0.136
C -0.050 2.988 0.670  0.479
H -3.454 -4.425 -4.675  0.000
H -2.602 -2.875 -4.666  0.000
H -4.368 -2.919 -4.702  0.000
H -4.696 -5.214 -2.608  0.000
H -5.677 -3.763 -2.671  0.000
H -4.824 -4.176 -1.184  0.000
H -2.318 -5.193 -2.562  0.000
H -2.259 -4.159 -1.141  0.000
H -1.352 -3.732 -2.599  0.000
H -5.553 -1.687 -3.003  0.000
H -5.814 0.592 -2.172  0.000
H -1.557 -1.889 -1.461  0.000
H -3.174 3.894 1.394  0.007
H -1.942 5.735 2.418  0.001
H 0.520 5.866 2.247  0.004
H 1.774 4.043 1.072  0.017
F 0.718 -1.370 -1.451  -0.004
Sb 1.139 -1.318 -3.421  0.000
F 2.414 -0.037 -2.736  0.001
F -0.070 0.165 -3.183  0.000
F 0.166 -1.496 -5.018  0.000
F 0.847 -3.148 -3.060  0.000
F 2.677 -1.872 -4.361  0.000
C 2.913 3.649 -4.225  0.000
N 2.792 2.868 -3.009  0.008
C 1.721 2.892 -2.202  -0.029
N 0.739 3.782 -2.452  0.009
O 1.652 2.114 -1.224  0.067
H 3.875 3.431 -4.680  0.000
H 2.889 4.717 -4.002  0.000
H 2.132 3.403 -4.949  0.000
H 3.369 2.054 -2.877  -0.001
H 0.692 4.291 -3.316  -0.002
H -0.081 3.740 -1.873  0.006

Charge: +1
Kohn-Sham gap (spin up / spin down) (eV): 7.3119 / 7.0532
2S+1: 2
Energy relative to the best compared isomer or geometry (same formula, charge and spin) (kcal/mol): 40.6
Calculated total energy (a.u.): -3831.0353
LUMO (spin up / spin down) (eV): -3.6913 / -3.9292
HOMO energy (spin up / spin down) (eV): -11.00 / -10.98

Which of these has the lowest energy relative to the best compared isomer or geometry (same formula, charge and spin)? C39H43CaF6N6OSSb